Entry 1:
{
  "formula": "C5H10O",
  "method": "ωB97M-V/def2-TZVPD",
  "orbital_gap_ha": 0.32394,
  "e_above_lowest_ev": 5.870,
  "symbols": ["C", "C", "C", "C", "C", "O", "H", "H", "H", "H", "H", "H", "H", "H", "H", "H"],
  "coordinates": [[-0.813, 1.533, 0.902], [-0.451, 1.190, -0.523], [-0.153, -0.804, -0.173], [0.630, -1.421, 0.948], [0.373, -1.054, -1.512], [0.914, 0.175, -1.038], [0.065, 1.471, 1.555], [-1.586, 0.869, 1.294], [-1.153, 2.577, 0.927], [0.122, 2.029, -0.942], [-1.300, 0.969, -1.163], [0.599, -0.803, 1.854], [0.148, -2.376, 1.195], [1.684, -1.617, 0.696], [-0.266, -0.968, -2.395], [1.188, -1.770, -1.625]],
  "nbo_charge": [-0.64, -0.08, 0.04, -0.69, -0.17, -0.51, 0.22, 0.22, 0.21, 0.18, 0.21, 0.21, 0.23, 0.20, 0.18, 0.19]
}

Entry 2:
{
  "formula": "C2H8N6O",
  "method": "ωB97M-V/def2-TZVPD",
  "orbital_gap_ha": 0.32622,
  "e_above_lowest_ev": 2.477,
  "smiles": "[H]/N=C(/C(N)=N/N)N(N)O",
  "symbols": ["H", "N", "C", "C", "N", "N", "N", "N", "N", "O", "H", "H", "H", "H", "H", "H", "H"],
  "coordinates": [[0.511, -2.859, 0.784], [-0.088, -2.328, 0.141], [0.138, -1.069, 0.359], [-0.559, -0.053, -0.536], [-0.755, -0.408, -1.861], [-0.855, 1.113, -0.024], [-1.461, 1.967, -0.896], [1.097, -0.575, 1.351], [2.132, 0.228, 0.871], [0.507, -0.009, 2.480], [-0.804, -1.423, -1.947], [-1.589, 0.055, -2.209], [-0.833, 2.201, -1.669], [-1.676, 2.842, -0.414], [1.775, 1.176, 0.736], [2.446, -0.106, -0.039], [0.016, -0.751, 2.871]],
  "nbo_charge": [0.35, -0.61, 0.36, 0.28, -0.83, -0.30, -0.67, -0.09, -0.64, -0.54, 0.40, 0.39, 0.35, 0.37, 0.34, 0.36, 0.47]
}

Entry 3:
{
  "formula": "C48H50N10",
  "method": "ωB97M-V/def2-TZVPD",
  "spin_multiplicity": 2,
  "charge": -1,
  "orbital_gap_ha": [0.07458, 0.24292],
  "e_above_lowest_ev": 1.398,
  "symbols": ["N", "C", "C", "C", "C", "H", "H", "H", "H", "H", "N", "C", "C", "C", "C", "H", "H", "H", "H", "H", "N", "C", "C", "C", "C", "C", "H", "H", "H", "H", "H", "N", "C", "C", "C", "C", "C", "H", "H", "H", "H", "H", "N", "C", "C", "C", "C", "C", "H", "H", "H", "H", "H", "N", "C", "C", "C", "C", "C", "H", "H", "H", "H", "H", "N", "C", "C", "C", "C", "C", "H", "H", "H", "H", "H", "N", "C", "C", "C", "C", "C", "H", "H", "H", "H", "H", "N", "C", "C", "C", "C", "C", "H", "H", "H", "H", "H", "N", "C", "C", "C", "C", "C", "H", "H", "H", "H", "H"],
  "coordinates": [[-1.359, 5.612, -2.481], [-0.439, 4.951, -1.735], [-0.051, 5.695, -0.694], [-0.736, 6.894, -0.776], [-1.617, 6.782, -1.819], [-2.037, 5.236, -3.128], [-0.406, 3.912, -2.029], [0.636, 5.448, 0.103], [-0.573, 7.823, -0.250], [-2.474, 7.396, -2.056], [-0.539, 0.202, 0.630], [-0.153, 1.483, 0.360], [0.823, 1.361, -0.598], [1.043, -0.073, -0.782], [0.185, -0.794, -0.012], [-1.239, 0.038, 1.340], [-0.715, 2.288, 0.808], [1.508, 2.054, -1.064], [1.786, -0.515, -1.430], [-0.025, -1.852, 0.051], [-1.395, -5.569, 1.829], [-1.585, -4.352, 1.173], [-2.335, -4.254, 0.016], [-2.737, -5.367, -0.609], [-2.669, -6.628, 0.079], [-1.871, -6.687, 1.254], [-1.135, -3.548, 1.736], [-2.526, -3.316, -0.483], [-3.249, -5.465, -1.555], [-2.946, -7.542, -0.425], [-1.667, -7.614, 1.768], [-1.372, -0.484, 3.725], [-2.050, -0.372, 4.873], [-1.671, -0.932, 6.114], [-0.518, -1.625, 6.235], [0.235, -1.650, 5.079], [-0.129, -1.004, 3.888], [-3.012, 0.104, 4.757], [-2.273, -0.756, 6.993], [-0.134, -1.982, 7.179], [1.160, -2.189, 4.936], [0.643, -0.862, 3.146], [2.102, 5.222, 4.263], [0.959, 4.874, 3.507], [0.815, 3.596, 2.965], [1.756, 2.669, 3.265], [2.845, 2.922, 4.108], [2.981, 4.244, 4.555], [0.521, 5.753, 3.058], [0.036, 3.436, 2.235], [1.696, 1.627, 2.988], [3.476, 2.104, 4.424], [3.671, 4.587, 5.313], [1.359, 0.751, -4.768], [0.949, 0.335, -5.968], [0.618, 1.298, -6.973], [0.882, 2.679, -6.704], [1.396, 3.017, -5.450], [1.546, 2.039, -4.510], [0.797, -0.698, -6.243], [0.134, 1.085, -7.914], [0.775, 3.433, -7.469], [1.575, 4.028, -5.115], [1.680, 2.313, -3.474], [-3.577, -0.513, -3.258], [-2.273, -0.279, -3.329], [-1.325, -1.272, -3.334], [-1.739, -2.642, -3.264], [-3.137, -2.858, -3.095], [-4.012, -1.792, -3.235], [-2.007, 0.762, -3.223], [-0.259, -1.183, -3.483], [-0.991, -3.420, -3.303], [-3.479, -3.878, -3.004], [-5.061, -1.977, -3.054], [0.619, -4.946, -1.767], [1.187, -3.682, -1.697], [2.241, -3.427, -0.883], [2.850, -4.409, -0.195], [2.228, -5.647, -0.171], [1.210, -5.945, -1.061], [0.715, -2.914, -2.292], [2.671, -2.437, -0.841], [3.755, -4.412, 0.395], [2.640, -6.482, 0.376], [0.675, -6.879, -0.972], [4.659, 0.103, 0.989], [4.269, 1.115, 0.234], [4.970, 2.346, 0.173], [6.185, 2.526, 0.841], [6.544, 1.476, 1.808], [5.793, 0.275, 1.766], [3.426, 0.918, -0.412], [4.502, 3.104, -0.439], [6.621, 3.513, 0.881], [7.435, 1.505, 2.418], [5.962, -0.555, 2.437], [-5.134, 1.380, 0.689], [-4.283, 0.813, -0.217], [-3.466, -0.266, 0.094], [-3.520, -0.881, 1.353], [-4.414, -0.333, 2.249], [-5.158, 0.836, 1.952], [-4.324, 1.097, -1.258], [-2.778, -0.651, -0.645], [-2.935, -1.738, 1.655], [-4.441, -0.836, 3.204], [-5.795, 1.326, 2.674]],
  "mulliken_spin": [0.00, 0.00, 0.00, 0.00, 0.00, 0.00, 0.00, 0.00, 0.00, 0.00, 0.00, 0.01, -0.02, -0.04, 0.00, 0.00, 0.00, 0.00, 0.02, 0.03, 0.02, -0.01, 0.02, -0.01, 0.02, 0.00, 0.03, -0.01, -0.01, 0.00, 0.00, 0.00, 0.00, 0.00, 0.00, 0.02, -0.02, 0.00, 0.00, 0.00, 0.00, 0.03, 0.00, 0.00, 0.00, -0.01, 0.00, 0.00, 0.00, 0.00, 0.01, 0.00, 0.00, -0.02, 0.02, 0.00, 0.00, 0.00, 0.01, 0.00, 0.00, 0.00, 0.00, 0.00, 0.00, 0.00, -0.05, 0.01, 0.00, 0.00, 0.00, 0.04, 0.00, 0.00, 0.00, 0.30, 0.20, -0.16, 0.35, 0.05, 0.04, 0.14, -0.02, 0.03, 0.00, 0.01, -0.01, 0.00, 0.00, 0.00, 0.00, 0.01, 0.00, 0.00, 0.00, 0.00, 0.00, 0.00, 0.00, -0.01, 0.00, 0.00, 0.00, 0.00, 0.00, 0.01, 0.00, 0.00]
}

Entry 4:
{
  "formula": "CH2Cl2FNS",
  "method": "ωB97M-V/def2-TZVPD",
  "spin_multiplicity": 3,
  "orbital_gap_ha": [0.21478, 0.25627],
  "symbols": ["C", "N", "F", "S", "Cl", "Cl", "H", "H"],
  "coordinates": [[0.920, 0.508, 0.276], [-1.204, -0.779, -0.375], [1.141, -0.556, 1.099], [-0.886, 0.782, 0.161], [1.451, 2.105, 0.889], [1.745, 0.159, -1.212], [-1.590, -1.311, 0.386], [-1.577, -0.908, -1.224]],
  "mulliken_spin": [0.08, 0.12, 0.01, 1.67, 0.03, 0.09, 0.01, -0.01]
}

Entry 5:
{
  "formula": "CH3N5O",
  "method": "ωB97M-V/def2-TZVPD",
  "orbital_gap_ha": 0.34476,
  "e_above_lowest_ev": 2.219,
  "smiles": "O/N=c1/nn[nH][nH]1",
  "symbols": ["O", "N", "C", "N", "N", "N", "N", "H", "H", "H"],
  "coordinates": [[-0.451, -2.317, -0.604], [-0.922, -1.041, -0.859], [-0.336, -0.131, -0.209], [-0.679, 1.253, -0.277], [0.100, 1.883, 0.409], [1.183, 1.149, 0.885], [0.832, -0.175, 0.590], [-0.944, -2.765, -1.318], [1.308, 1.371, 1.881], [1.659, -0.776, 0.284]],
  "nbo_charge": [-0.56, -0.20, 0.39, -0.17, 0.03, -0.29, -0.50, 0.49, 0.38, 0.42]
}

Entry 6:
{
  "formula": "C5H6S2",
  "method": "ωB97M-V/def2-TZVPD",
  "orbital_gap_ha": [0.22078, 0.31154],
  "e_above_lowest_ev": 6.050,
  "symbols": ["C", "C", "C", "C", "C", "S", "S", "H", "H", "H", "H", "H", "H"],
  "coordinates": [[-0.196, 0.223, 0.254], [0.424, -0.303, -0.639], [-2.756, 0.313, -0.373], [1.096, -0.907, -1.741], [-2.030, 1.235, 2.129], [-3.270, -0.338, -1.706], [-3.328, 0.731, 1.164], [0.660, -1.799, -2.039], [2.122, -0.963, -1.487], [1.066, -0.229, -2.694], [-2.153, 2.314, 2.559], [-0.531, 0.770, 0.980], [-1.769, 0.426, 2.893]],
  "nbo_charge": [-0.24, 0.05, -0.42, -0.69, -0.66, 0.19, 0.43, 0.24, 0.24, 0.23, 0.22, 0.20, 0.21]
}

no.,energy (Ha)
1,-271.53691
2,-484.64471
3,-2406.41361
4,-1512.29407
5,-388.78816
6,-990.24266